1.
Below is a cluster of 8 separate species, C45H70O10 in total in a non-equilibrium geometry, with properties calculated with ωB97M-V with the def2-TZVPD basis set.

The geometry in ORCA input format:
```
! wB97M-V def2-TZVPD RIJCOSX def2/J DEFGRID3
* xyz 0 1
C 2.65 1.35 -1.18
C 1.38 1.06 -2.02
O 1.08 2.15 -2.87
C -0.30 2.23 -3.20
C -0.85 0.87 -3.62
C -0.27 0.23 -4.69
C -0.69 -0.99 -5.15
C -1.74 -1.63 -4.52
C -2.34 -1.00 -3.45
C -1.91 0.25 -2.99
C -2.66 0.88 -1.83
O -2.09 1.47 -0.92
C -4.16 0.71 -1.91
C -5.05 1.70 -1.58
C -6.39 1.42 -1.75
C -6.83 0.21 -2.21
C -5.93 -0.80 -2.51
C -4.59 -0.52 -2.35
C -3.56 -1.57 -2.69
O -3.69 -2.72 -2.35
H 3.46 1.59 -1.87
H 2.46 2.15 -0.46
H 2.91 0.41 -0.69
H 1.61 0.14 -2.59
H 0.58 0.84 -1.29
H -0.35 2.87 -4.09
H -0.89 2.72 -2.43
H 0.55 0.72 -5.22
H -0.22 -1.44 -6.01
H -2.15 -2.61 -4.81
H -4.71 2.66 -1.22
H -7.15 2.16 -1.54
H -7.89 0.02 -2.36
H -6.20 -1.78 -2.88
C -0.87 2.35 4.20
C -1.83 2.13 3.03
C -0.89 1.59 1.96
O 0.15 0.88 2.65
C 0.08 1.17 4.05
H -1.36 2.38 5.17
H -0.33 3.29 4.06
H -2.57 1.38 3.30
H -2.35 3.03 2.72
H -0.43 2.40 1.39
H -1.39 0.92 1.27
H -0.30 0.29 4.56
H 1.08 1.39 4.42
C 4.97 -0.42 5.53
C 5.08 0.31 6.87
C 3.88 1.24 6.82
O 2.87 0.57 6.04
C 3.46 -0.56 5.38
H 5.49 -1.37 5.51
H 5.36 0.21 4.74
H 4.98 -0.40 7.69
H 6.02 0.84 7.00
H 4.12 2.18 6.31
H 3.48 1.46 7.81
H 3.10 -1.47 5.88
H 3.14 -0.58 4.34
C 9.70 -0.66 9.44
C 9.46 -1.66 8.32
C 7.94 -1.71 8.27
O 7.47 -0.42 8.68
C 8.57 0.33 9.23
H 10.68 -0.19 9.41
H 9.59 -1.15 10.41
H 9.85 -1.27 7.38
H 9.91 -2.64 8.50
H 7.54 -2.45 8.98
H 7.55 -1.94 7.28
H 8.85 1.10 8.51
H 8.25 0.81 10.15
C -7.49 5.74 -4.78
C -8.25 4.64 -5.51
C -7.59 3.38 -4.96
O -7.17 3.69 -3.63
C -7.27 5.11 -3.42
H -8.02 6.68 -4.73
H -6.53 5.91 -5.27
H -9.30 4.66 -5.23
H -8.18 4.70 -6.60
H -6.70 3.11 -5.54
H -8.26 2.53 -4.94
H -8.12 5.29 -2.75
H -6.37 5.47 -2.93
C -5.57 -4.24 -7.00
C -4.93 -5.60 -7.20
C -3.46 -5.23 -7.39
O -3.23 -4.04 -6.62
C -4.50 -3.50 -6.21
H -6.53 -4.27 -6.49
H -5.72 -3.75 -7.97
H -5.05 -6.20 -6.30
H -5.34 -6.16 -8.05
H -3.24 -5.01 -8.44
H -2.79 -6.02 -7.06
H -4.61 -3.68 -5.14
H -4.51 -2.43 -6.39
C -1.32 -5.19 -2.02
C -2.25 -5.38 -3.20
C -1.31 -5.91 -4.25
O -0.28 -6.63 -3.57
C -0.38 -6.37 -2.16
H -1.84 -5.16 -1.06
H -0.76 -4.25 -2.13
H -3.02 -6.13 -2.96
H -2.76 -4.48 -3.52
H -0.85 -5.07 -4.78
H -1.80 -6.56 -4.97
H -0.77 -7.27 -1.67
H 0.62 -6.17 -1.76
C 6.57 4.45 3.33
C 5.53 3.69 2.52
C 5.99 2.25 2.70
O 6.61 2.18 3.99
C 6.82 3.51 4.49
H 6.25 5.44 3.64
H 7.49 4.57 2.74
H 4.54 3.83 2.96
H 5.48 3.99 1.47
H 6.73 1.97 1.95
H 5.16 1.54 2.66
H 6.10 3.68 5.30
H 7.82 3.59 4.90
*
```

Computed properties:
* highest occupied orbital energy: -8.81 eV
* ΔE to the lowest compared entry with this formula, charge and spin: 6.2 kcal per mole
* maximum force: 1.4 eV/A

2.
Below is a structure of composition C7H24HgN4O7 in a non-equilibrium geometry, with properties calculated with ωB97M-V with the def2-TZVPD basis set.

The geometry in ORCA input format:
```
! wB97M-V def2-TZVPD RIJCOSX def2/J DEFGRID3
* xyz 0 1
Hg 0.17 0.08 -0.40
C 1.83 3.09 -3.54
C 1.52 2.85 -2.07
O 0.50 1.91 -1.89
H 2.50 2.35 -3.97
H 2.42 3.99 -3.73
H 0.90 3.15 -4.11
H 1.17 3.76 -1.60
H 2.43 2.59 -1.54
C 1.47 -1.56 -3.05
O 0.51 -1.55 -2.08
H 1.15 -1.64 -4.09
H 2.05 -0.66 -2.85
H 2.13 -2.41 -2.88
C 1.81 1.24 3.35
C 0.49 0.69 2.85
O 0.14 1.29 1.60
O 1.67 2.51 3.98
H 2.57 1.29 2.56
H 2.27 0.62 4.13
H -0.20 0.90 3.66
H 0.64 -0.39 2.82
H -0.37 2.03 1.94
H 1.09 3.07 3.47
C -3.02 -0.50 -0.69
O -1.99 0.06 -0.76
N -3.78 -0.51 0.32
N -3.58 -1.25 -1.56
H -4.64 -1.04 0.32
H -3.54 0.15 1.05
H -4.57 -1.45 -1.60
H -3.10 -1.23 -2.45
C -1.02 -2.66 1.62
O -0.35 -1.70 1.31
N -0.68 -3.85 1.82
N -2.34 -2.60 1.72
H -1.39 -4.56 1.68
H 0.29 -4.15 1.74
H -2.82 -3.35 2.19
H -2.71 -1.74 1.34
O 2.45 0.39 -0.02
H 3.15 -0.27 -0.01
H 2.78 1.07 -0.60
*
```

Computed properties:
* highest occupied orbital energy: -6.32 eV
* ΔE to the lowest compared entry with this formula, charge and spin: 70.3 kcal per mole
* maximum force: 7.7 eV/A

3.
Below is a structure of composition C5H8O in a non-equilibrium geometry, with properties calculated with ωB97M-V with the def2-TZVPD basis set.

The geometry in ORCA input format:
```
! wB97M-V def2-TZVPD RIJCOSX def2/J DEFGRID3
* xyz 0 1
C -0.61 -1.40 -0.25
C -0.16 -0.57 0.90
C 0.75 0.53 0.75
C 0.96 1.14 -0.54
O -0.81 0.72 -1.41
C -1.32 -0.14 -0.59
H 0.14 -1.70 -0.98
H -1.25 -2.24 0.05
H -0.58 -0.73 1.88
H 1.86 0.29 0.64
H 0.70 1.26 1.56
H 1.41 0.60 -1.35
H 1.22 2.19 -0.53
H -2.29 0.07 -0.12
*
```

Computed properties:
* highest occupied orbital energy (spin up / spin down): -7.49 / -7.49 eV
* ΔE to the lowest compared entry with this formula, charge and spin: 101.3 kcal per mole
* maximum force: 1.8 eV/A

4.
Below is the ion C4H8NO2 with charge +1 in a non-equilibrium geometry, with properties calculated with ωB97M-V with the def2-TZVPD basis set.

The geometry in ORCA input format:
```
! wB97M-V def2-TZVPD RIJCOSX def2/J DEFGRID3
* xyz 1 3
C 0.40 0.37 0.03
C 1.65 -0.48 0.12
C -1.37 0.62 0.02
C -1.79 -1.69 0.00
N 2.81 0.44 0.00
O -1.69 1.85 0.00
O -2.22 -0.33 0.01
H 0.65 1.44 -0.07
H -2.46 -2.24 0.67
H -0.75 -1.77 0.33
H -1.90 -2.08 -1.01
H 2.59 1.42 -0.24
H 3.43 0.04 -0.72
H 3.32 0.40 0.89
H -2.66 2.01 -0.02
*
```

Computed properties:
* highest occupied orbital energy (spin up / spin down): -10.29 / -13.16 eV
* ΔE to the lowest compared entry with this formula, charge and spin: 80.9 kcal per mole
* expectation value of S²: 2.028
* maximum force: 8.3 eV/A

5.
Below is a cluster of 5 separate species, H9O5 in total in a non-equilibrium geometry, with properties calculated with ωB97M-V with the def2-TZVPD basis set.

The geometry in ORCA input format:
```
! wB97M-V def2-TZVPD RIJCOSX def2/J DEFGRID3
* xyz -2 2
O 0.63 1.36 -0.39
H 0.44 0.55 0.07
O -0.83 3.64 -0.04
H -0.45 3.90 -0.88
H -0.41 2.74 -0.03
O -0.26 -1.05 1.83
H -0.54 -0.29 1.26
H 0.19 -1.51 1.14
O -1.87 -3.68 -0.17
H -2.67 -3.15 -0.43
H -1.63 -3.25 0.68
O 2.32 -0.21 -1.19
H 1.78 0.57 -0.89
H 3.29 -0.06 -1.27
*
```

Computed properties:
* highest occupied orbital energy (spin up / spin down): 3.82 / -1.83 eV
* ΔE to the lowest compared entry with this formula, charge and spin: 18.1 kcal per mole
* expectation value of S²: 0.750
* maximum force: 3.2 eV/A

6.
Below is a structure of composition C53H63MnNO4 in a non-equilibrium geometry, with properties calculated with ωB97M-V with the def2-TZVPD basis set.

The geometry in ORCA input format:
```
! wB97M-V def2-TZVPD RIJCOSX def2/J DEFGRID3
* xyz 0 6
Mn 0.61 -0.53 0.22
C 4.08 -0.58 0.15
O 2.86 -0.61 -0.57
C 2.78 0.17 -1.72
C 2.93 1.56 -1.68
C 3.16 2.34 -0.41
C 2.07 2.33 0.65
C 2.37 2.91 1.87
C 1.42 3.11 2.87
C 0.12 2.67 2.61
C -0.23 2.06 1.43
C -1.69 1.73 1.12
C -2.09 0.28 1.33
C -2.64 -0.12 2.54
C -3.07 -1.43 2.76
C -2.81 -2.37 1.78
C -2.28 -2.02 0.54
C -2.10 -3.13 -0.48
C -1.39 -2.84 -1.77
C -2.02 -3.04 -2.98
C -1.37 -2.89 -4.20
C -0.04 -2.49 -4.17
C 0.64 -2.27 -2.99
C 2.12 -1.94 -2.98
C 2.43 -0.46 -2.92
C 2.39 0.29 -4.09
C 2.67 1.65 -4.10
C 2.89 2.27 -2.88
C 2.73 2.40 -5.42
C 3.79 1.74 -6.32
C 1.36 2.35 -6.12
C 3.13 3.87 -5.25
C -0.03 -2.45 -1.75
O 0.58 -2.29 -0.62
C -2.12 -3.25 -5.48
C -1.28 -3.02 -6.74
C -3.40 -2.42 -5.59
C -2.48 -4.74 -5.41
C -1.97 -0.68 0.30
O -1.63 -0.31 -1.00
C -2.63 0.35 -1.76
C -3.85 -1.77 4.02
C -5.12 -0.90 4.02
C -4.29 -3.24 4.06
C -3.02 -1.50 5.27
C 0.75 1.85 0.40
O 0.43 1.31 -0.72
C 1.74 3.84 4.17
C 1.51 2.91 5.37
C 0.82 5.07 4.29
C 3.19 4.34 4.21
H 4.90 -0.19 -0.46
H 4.31 -1.62 0.42
H 3.98 0.00 1.07
H 3.30 3.39 -0.70
H 4.10 2.03 0.06
H 3.38 3.25 2.02
H -0.66 2.84 3.35
H -1.87 2.00 0.08
H -2.32 2.36 1.76
H -2.78 0.62 3.31
H -3.06 -3.41 1.93
H -3.09 -3.54 -0.70
H -1.54 -3.91 0.03
H -3.06 -3.34 -2.96
H 0.51 -2.36 -5.10
H 2.58 -2.37 -3.88
H 2.56 -2.43 -2.10
H 2.15 -0.22 -5.01
H 3.04 3.33 -2.83
H 3.51 0.72 -6.58
H 4.75 1.71 -5.81
H 3.90 2.31 -7.24
H 1.07 1.33 -6.35
H 1.39 2.92 -7.05
H 0.60 2.78 -5.48
H 4.10 3.96 -4.77
H 2.39 4.42 -4.67
H 3.20 4.34 -6.23
H -1.00 -1.97 -6.83
H -1.87 -3.29 -7.61
H -0.39 -3.63 -6.73
H -3.17 -1.36 -5.65
H -4.05 -2.58 -4.73
H -3.96 -2.70 -6.48
H -1.57 -5.34 -5.30
H -2.99 -5.05 -6.32
H -3.13 -4.95 -4.57
H -3.56 0.45 -1.21
H -2.81 -0.25 -2.66
H -2.26 1.33 -2.07
H -5.70 -1.09 3.12
H -4.87 0.15 4.04
H -5.73 -1.13 4.89
H -4.88 -3.50 3.19
H -4.91 -3.41 4.94
H -3.43 -3.90 4.12
H -2.81 -0.44 5.38
H -2.07 -2.03 5.22
H -3.55 -1.82 6.17
H 0.45 2.69 5.48
H 1.84 3.39 6.29
H 2.05 1.98 5.24
H -0.22 4.78 4.33
H 0.96 5.73 3.44
H 1.06 5.62 5.20
H 3.89 3.51 4.18
H 3.35 4.88 5.14
H 3.39 5.01 3.39
N 1.16 -0.77 2.14
C 0.93 -0.88 3.29
C 0.76 -0.95 4.66
C 1.42 -1.91 5.44
C 1.27 -1.91 6.81
C 0.48 -0.95 7.43
C -0.19 0.00 6.67
C -0.06 0.01 5.30
H 2.04 -2.65 4.95
H 1.77 -2.66 7.40
H 0.38 -0.95 8.51
H -0.80 0.74 7.15
H -0.56 0.74 4.69
*
```

Computed properties:
* highest occupied orbital energy (spin up / spin down): -6.45 / -6.71 eV
* expectation value of S²: 8.764
* maximum force: 3.9 eV/A

7.
Below is the ion C2H4NO2S with charge +1 in a non-equilibrium geometry, with properties calculated with ωB97M-V with the def2-TZVPD basis set.

The geometry in ORCA input format:
```
! wB97M-V def2-TZVPD RIJCOSX def2/J DEFGRID3
* xyz 1 1
C -2.53 1.16 0.26
C 2.08 -0.61 -0.25
N 0.86 -1.10 -0.05
O -1.53 0.12 0.15
O -2.69 1.54 1.36
S -0.57 -1.18 0.18
H -3.04 1.46 -0.59
H 2.22 0.42 0.13
H 2.88 -1.28 0.11
H 2.31 -0.52 -1.31
*
```

Computed properties:
* highest occupied orbital energy: -15.82 eV
* ΔE to the lowest compared entry with this formula, charge and spin: 12.9 kcal per mole
* maximum force: 5.2 eV/A

8.
Below is a structure of composition C10H8GdN2O5Se in a non-equilibrium geometry, with properties calculated with ωB97M-V with the def2-TZVPD basis set.

The geometry in ORCA input format:
```
! wB97M-V def2-TZVPD RIJCOSX def2/J DEFGRID3
* xyz 3 8
O -0.56 -3.71 3.70
C -0.54 -2.73 3.10
Gd -1.26 -0.73 0.22
O -1.83 -4.29 0.09
C -1.61 -3.17 0.27
C -2.28 -1.52 -1.79
O -2.82 -2.07 -2.65
C 0.56 -2.14 -0.53
O 1.33 -2.93 -0.89
C -3.38 -1.61 1.19
O -4.35 -2.07 1.64
C -0.74 2.21 -1.96
N 0.44 1.89 -1.16
C 1.74 1.90 -1.62
C 2.55 1.59 -0.58
N 1.74 1.40 0.53
C 2.21 1.09 1.87
C 0.43 1.61 0.19
Se -1.03 1.79 1.39
H -1.64 2.10 -1.35
H -0.81 1.51 -2.81
H -0.69 3.24 -2.33
H 1.97 2.13 -2.65
H 3.62 1.50 -0.51
H 2.88 0.22 1.83
H 2.75 1.94 2.30
H 1.35 0.85 2.51
*
```

Computed properties:
* highest occupied orbital energy (spin up / spin down): -19.63 / -19.75 eV
* ΔE to the lowest compared entry with this formula, charge and spin: 0.0 kcal per mole
* expectation value of S²: 16.133
* maximum force: 7.8 eV/A

9.
Below is an isolated molecule of C24H23NO9 in a non-equilibrium geometry, with properties calculated with ωB97M-V with the def2-TZVPD basis set.

The geometry in ORCA input format:
```
! wB97M-V def2-TZVPD RIJCOSX def2/J DEFGRID3
* xyz 0 1
C 2.38 -3.26 1.23
O 2.41 -4.44 0.46
C 1.48 -4.60 -0.52
C 1.55 -5.79 -1.25
C 0.66 -6.05 -2.27
C -0.33 -5.13 -2.60
O -1.24 -5.31 -3.59
C -1.21 -6.50 -4.34
C -0.41 -3.92 -1.87
C -1.44 -2.97 -2.22
C -1.75 -1.80 -1.63
O -1.13 -1.26 -0.52
C -1.77 -0.10 -0.23
C -1.45 0.73 0.83
C -2.21 1.88 0.99
O -2.04 2.79 1.99
C -1.07 2.53 2.98
C 0.37 2.65 2.47
O 1.18 1.75 2.61
N 0.69 3.79 1.84
C -0.09 5.01 1.77
C 0.73 5.91 0.83
O 0.38 5.74 -0.51
C 2.18 5.47 1.14
C 2.07 3.97 1.40
C 3.01 3.51 2.50
O 2.95 3.89 3.64
O 3.97 2.71 2.04
C -3.25 2.19 0.09
C -3.55 1.35 -0.96
C -2.80 0.19 -1.12
C -2.85 -0.91 -2.09
O -3.58 -1.08 -3.04
C 0.50 -3.68 -0.84
H 1.43 -3.16 1.76
H 2.54 -2.38 0.61
H 3.19 -3.36 1.95
H 2.32 -6.51 -1.00
H 0.75 -6.98 -2.81
H -0.27 -6.61 -4.88
H -2.03 -6.42 -5.05
H -1.37 -7.38 -3.70
H -2.05 -3.22 -3.07
H -0.63 0.47 1.49
H -1.23 3.29 3.75
H -1.20 1.54 3.42
H -0.17 5.47 2.76
H -1.09 4.82 1.37
H 0.57 6.97 1.04
H 0.46 4.81 -0.75
H 2.53 5.98 2.04
H 2.85 5.70 0.31
H 2.26 3.36 0.51
H 4.53 2.39 2.76
H -3.81 3.09 0.26
H -4.35 1.58 -1.65
H 0.42 -2.75 -0.30
*
```

Computed properties:
* highest occupied orbital energy: -7.74 eV
* maximum force: 1.3 eV/A

10.
Below is an isolated molecule of C4H9N in a non-equilibrium geometry, with properties calculated with ωB97M-V with the def2-TZVPD basis set.

The geometry in ORCA input format:
```
! wB97M-V def2-TZVPD RIJCOSX def2/J DEFGRID3
* xyz 0 1
C -1.59 0.33 0.11
C -0.05 0.33 -0.05
N 0.89 1.56 -0.11
C 0.42 -1.07 -0.79
C 0.84 -0.72 0.72
H -1.66 0.70 1.18
H -2.16 0.94 -0.72
H -2.21 -0.73 0.10
H 0.79 1.98 -0.97
H 1.75 1.41 0.24
H -0.41 -1.72 -0.95
H 1.25 -1.10 -1.43
H 1.89 -0.67 1.02
H 0.27 -1.24 1.65
*
```

Computed properties:
* highest occupied orbital energy: -8.68 eV
* ΔE to the lowest compared entry with this formula, charge and spin: 68.4 kcal per mole
* maximum force: 6.9 eV/A

11.
Below is an isolated molecule of C2H3BrN2S in a non-equilibrium geometry, with properties calculated with ωB97M-V with the def2-TZVPD basis set.

The geometry in ORCA input format:
```
! wB97M-V def2-TZVPD RIJCOSX def2/J DEFGRID3
* xyz 0 1
C -0.49 0.83 -0.98
C -0.76 -1.12 0.77
N 0.75 0.85 -0.74
N 1.42 0.15 0.04
S -1.68 0.16 0.19
Br 3.06 0.91 0.43
H -1.11 1.33 -1.77
H -0.33 -1.99 0.29
H -0.86 -1.11 1.78
*
```

Computed properties:
* highest occupied orbital energy (spin up / spin down): -8.37 / -8.47 eV
* ΔE to the lowest compared entry with this formula, charge and spin: 101.9 kcal per mole
* maximum force: 4.1 eV/A

12.
Below is a cluster of 2 separate species, C2H8N2O2 in total in a non-equilibrium geometry, with properties calculated with ωB97M-V with the def2-TZVPD basis set.

The geometry in ORCA input format:
```
! wB97M-V def2-TZVPD RIJCOSX def2/J DEFGRID3
* xyz 0 1
C 0.88 0.25 1.33
C -0.32 -1.18 -0.04
O -0.39 -1.90 -1.23
N 0.89 -0.53 0.15
H 0.11 -1.40 -1.88
H -0.61 -1.84 0.78
H 0.14 1.09 1.19
H 0.49 -0.29 2.21
H 1.86 0.66 1.55
N -1.02 1.55 -0.60
O 0.06 1.16 -1.33
H 0.85 1.51 -0.90
H -1.80 1.22 -1.18
H -1.14 -0.28 -0.06
*
```

Computed properties:
* highest occupied orbital energy (spin up / spin down): -9.21 / -9.41 eV
* ΔE to the lowest compared entry with this formula, charge and spin: 144.4 kcal per mole
* maximum force: 1.9 eV/A

13.
Below is a cluster of 2 separate species, C5H14NO in total, with properties calculated with ωB97M-V with the def2-TZVPD basis set.

The geometry in ORCA input format:
```
! wB97M-V def2-TZVPD RIJCOSX def2/J DEFGRID3
* xyz -1 1
C 1.63 0.75 -0.85
N 1.48 -0.68 -1.02
C 0.14 -1.09 -0.64
C 1.77 -1.08 -2.38
H 1.28 1.02 0.15
H 1.00 1.30 -1.59
H 2.66 1.03 -1.00
H 0.08 -2.18 -0.63
H -0.08 -0.66 0.35
H -0.61 -0.70 -1.35
H 1.70 -2.16 -2.48
H 2.79 -0.78 -2.65
H 1.08 -0.61 -3.11
C -1.41 1.16 1.70
O -0.11 0.80 1.79
C -2.33 0.32 2.60
H -1.81 1.05 0.66
H -1.59 2.23 1.98
H -3.39 0.61 2.51
H -2.02 0.41 3.64
H -2.26 -0.74 2.33
*
```

Computed properties:
* highest occupied orbital energy: -2.59 eV
* ΔE to the lowest compared entry with this formula, charge and spin: 19.3 kcal per mole
* maximum force: 0.3 eV/A